80
Properties=species:S:1:pos:R:3 method="wB97M-V/def2-TZVPD" e_tot_ha=-2913.74127 multiplicity=1 relative_energy_kj_mol=294.9 orbital_gap_ev=5.76 e_lumo_ha=0.01661
Pd -0.073 0.244 0.991
N 3.815 -0.949 2.181
C 3.566 0.111 3.072
C 2.317 0.597 2.708
N 1.775 -0.224 1.716
C 2.736 -1.089 1.387
H 4.662 -1.525 2.165
H 4.232 0.473 3.852
H 1.735 1.443 3.135
H 2.626 -1.797 0.581
Cl 6.490 0.675 -0.172
C 6.397 -0.229 -1.635
C 7.549 -0.912 -2.062
C 7.437 -1.760 -3.186
C 6.143 -1.970 -3.653
N 5.108 -1.197 -3.355
C 5.231 -0.327 -2.387
H 8.472 -0.758 -1.557
H 8.268 -2.342 -3.631
H 5.921 -2.828 -4.331
H 4.364 0.322 -2.219
C -5.923 -0.440 -1.360
C -6.143 -0.898 -0.069
C -5.055 -0.839 0.825
C -3.776 -0.410 0.488
C -3.568 0.066 -0.827
C -4.649 0.134 -1.707
Sb -2.122 -0.861 1.971
C -3.022 -0.535 3.980
C -4.328 0.029 4.086
C -4.917 -0.024 5.319
C -4.226 -0.422 6.452
C -2.936 -0.945 6.339
C -2.315 -0.948 5.077
C -1.949 -3.002 1.625
C -1.439 -3.879 2.616
C -1.527 -5.246 2.450
C -1.870 -5.807 1.185
C -2.265 -4.955 0.126
C -2.286 -3.550 0.383
H -6.760 -0.498 -2.007
H -7.160 -1.242 0.245
H -5.285 -1.114 1.871
H -2.575 0.412 -1.162
H -4.439 0.533 -2.666
H -4.912 0.435 3.309
H -5.940 0.275 5.386
H -4.746 -0.361 7.381
H -2.410 -1.436 7.192
H -1.234 -1.156 4.934
H -0.831 -3.570 3.489
H -1.231 -5.936 3.238
H -1.800 -6.882 1.116
H -2.405 -5.257 -0.904
H -2.597 -2.856 -0.413
N 0.646 2.033 -0.081
S -0.135 2.832 -1.248
C -0.077 1.654 -2.651
C 0.954 0.675 -2.751
C 0.949 -0.135 -3.877
C -0.154 -0.112 -4.789
C -1.148 0.834 -4.616
C -1.134 1.653 -3.533
C 0.905 4.248 -1.607
C 1.184 5.066 -0.544
C 1.957 6.234 -0.745
C 2.568 6.363 -1.974
C 2.112 5.585 -3.090
C 1.126 4.645 -2.911
H 1.174 2.698 0.490
H 1.804 0.712 -2.132
H 1.751 -0.880 -3.969
H -0.166 -0.843 -5.617
H -1.978 0.869 -5.279
H -2.008 2.262 -3.228
H 0.907 4.784 0.433
H 2.246 6.920 0.032
H 3.294 7.102 -2.119
H 2.543 5.791 -4.047
H 0.550 4.239 -3.718

***

97
Properties=species:S:1:pos:R:3 method="wB97M-V/def2-TZVPD" e_tot_ha=-4298.03900 charge=-2 multiplicity=1 relative_energy_kj_mol=176.6 orbital_gap_ev=5.24 e_lumo_ha=0.15246
Mg 0.706 1.066 -0.027
C -2.207 1.188 -1.994
P -2.413 0.733 -0.219
C -3.947 1.610 0.269
C -4.336 2.829 -0.283
C -5.367 3.561 0.277
C -6.016 3.102 1.411
C -5.633 1.893 1.977
C -4.606 1.162 1.416
C -3.172 -0.932 -0.373
C -4.088 -1.296 -1.353
C -4.641 -2.564 -1.355
C -4.288 -3.482 -0.380
C -3.371 -3.128 0.596
C -2.816 -1.861 0.598
C -1.188 0.170 -2.389
C -1.044 -0.573 -3.538
C -0.044 -1.527 -3.262
C 0.349 -1.313 -1.956
C 1.298 -2.110 -1.135
P 0.346 -2.882 0.290
C 0.881 -4.620 -0.008
C 2.149 -5.123 0.274
C 2.482 -6.418 -0.079
C 1.557 -7.236 -0.709
C 0.290 -6.748 -0.985
C -0.043 -5.453 -0.633
C 1.342 -2.504 1.783
C 1.008 -3.221 2.934
C 1.560 -2.891 4.157
C 2.476 -1.855 4.246
C 2.819 -1.145 3.108
C 2.233 -1.444 1.891
N -0.344 -0.276 -1.418
H -1.825 2.211 -2.055
H -3.131 1.116 -2.578
H -3.819 3.205 -1.155
H -5.663 4.505 -0.167
H -6.807 3.689 1.861
H -6.132 1.537 2.869
H -4.283 0.234 1.869
H -4.378 -0.591 -2.119
H -5.356 -2.839 -2.122
H -4.729 -4.471 -0.386
H -3.085 -3.846 1.353
H -2.094 -1.568 1.348
H -1.583 -0.447 -4.463
H 0.336 -2.276 -3.938
H 2.071 -1.461 -0.726
H 1.764 -2.897 -1.736
H 2.876 -4.492 0.766
H 3.474 -6.797 0.131
H 1.826 -8.245 -0.994
H -0.438 -7.381 -1.476
H -1.029 -5.063 -0.846
H 0.287 -4.029 2.860
H 1.265 -3.431 5.050
H 2.890 -1.573 5.205
H 3.525 -0.331 3.167
H 2.472 -0.822 1.040
S -0.320 0.724 2.271
C 0.776 1.495 3.379
C 0.544 1.334 4.742
C 1.361 1.902 5.703
C 2.455 2.656 5.310
C 2.699 2.836 3.964
C 1.876 2.291 2.975
S 2.253 2.677 1.335
H -0.313 0.746 5.043
H 1.146 1.757 6.756
H 3.114 3.102 6.048
H 3.544 3.427 3.635
O 6.556 2.570 -1.474
S 5.869 1.436 -2.066
O 5.305 2.013 -3.683
N 4.508 1.142 -1.297
C 3.261 1.221 -1.686
O 2.313 0.785 -1.000
C 2.974 1.835 -3.014
C 1.651 2.032 -3.391
C 1.323 2.605 -4.605
C 2.332 2.964 -5.483
C 3.652 2.758 -5.138
C 3.996 2.201 -3.904
H 0.885 1.703 -2.708
H 0.286 2.748 -4.870
H 2.087 3.398 -6.445
H 4.452 3.004 -5.821
N -0.557 4.885 0.681
C 0.363 5.299 -0.244
C 0.581 4.224 -1.053
N -0.175 3.175 -0.633
C -0.831 3.591 0.415
H -0.866 5.407 1.484
H 0.777 6.289 -0.233
H 1.248 4.132 -1.887
H -1.496 2.988 1.002

***

39
Properties=species:S:1:pos:R:3 method="wB97M-V/def2-TZVPD" e_tot_ha=-975.78490 smiles="C=C(C)CCOC(=O)[C@@H](CC(=O)O)NCc1ccco1" multiplicity=1 relative_energy_kj_mol=261.0 orbital_gap_ev=9.28 e_lumo_ha=0.02606
O -2.817 -0.217 0.309
O 0.937 -0.455 3.441
O -2.483 1.030 2.163
O -0.061 -1.826 -2.668
O 0.802 0.594 1.401
C -2.452 -0.136 1.459
C 0.528 -0.372 2.286
C -0.789 4.067 0.004
C 0.057 -2.461 -3.878
C 1.133 -3.283 -3.887
C 1.750 -3.168 -2.582
C 0.963 -2.354 -1.851
C 0.036 2.972 -0.130
N -0.189 -1.801 0.237
C -0.399 1.997 -1.182
C 1.132 -2.001 -0.406
C 1.128 1.868 1.916
C 1.267 2.799 0.711
C -1.765 -1.348 2.179
C -0.300 -1.562 1.722
H -2.875 1.654 1.519
H -0.594 4.859 0.715
H -1.716 4.284 -0.599
H -0.588 -2.314 -4.719
H 1.470 -3.879 -4.734
H 2.620 -3.669 -2.212
H -0.734 -1.076 -0.245
H -1.374 2.291 -1.640
H -0.470 0.993 -0.783
H 0.374 2.018 -1.968
H 1.707 -1.079 -0.363
H 1.710 -2.755 0.133
H 2.068 1.814 2.459
H 0.366 2.246 2.597
H 1.567 3.786 1.075
H 2.064 2.413 0.039
H -2.306 -2.297 1.962
H -1.804 -1.199 3.267
H 0.038 -2.431 2.254

***

67
Properties=species:S:1:pos:R:3 method="wB97M-V/def2-TZVPD" e_tot_ha=-2134.46214 smiles="CC(C)=N[C@H](C#N)[C@@H](C#N)CC(=O)O.C[N+](=O)[O-].C[N+](=O)[O-].C[N+](=O)[O-].C[N+](=O)[O-].C[N+](=O)[O-].C[N+](=O)[O-]" multiplicity=1 orbital_gap_ev=9.46 e_lumo_ha=-0.00959
C 3.657 0.134 1.937
C 3.705 -1.110 1.032
C 4.385 -2.371 1.629
N 3.287 -1.208 -0.175
C 1.962 -0.648 -0.445
C 2.030 0.858 -0.793
N 2.277 1.943 -0.914
C 0.878 -0.944 0.631
C -0.464 -0.534 0.020
N -1.426 -0.338 -0.513
C 0.731 -2.445 1.017
C -0.478 -2.550 2.004
O -1.258 -3.416 1.893
O -0.677 -1.609 2.999
H 3.612 -0.229 2.988
H 2.762 0.767 1.803
H 4.582 0.741 1.884
H 4.538 -2.299 2.718
H 3.874 -3.291 1.300
H 5.405 -2.395 1.176
H 1.609 -1.127 -1.383
H 0.999 -0.320 1.534
H 0.449 -3.040 0.130
H 1.608 -2.862 1.539
H -1.082 -0.798 2.651
C 3.702 -7.234 -0.151
N 4.104 -5.809 0.000
O 4.432 -5.208 -1.000
O 4.075 -5.345 1.128
H 3.777 -7.506 -1.199
H 4.380 -7.830 0.454
H 2.678 -7.324 0.201
C -3.254 2.869 0.267
N -3.601 2.882 1.712
O -2.884 2.247 2.469
O -4.576 3.524 2.039
H -2.368 2.259 0.127
H -4.101 2.448 -0.270
H -3.067 3.897 -0.036
C -2.564 -2.370 -2.527
N -2.222 -3.352 -3.592
O -2.759 -3.219 -4.678
O -1.427 -4.221 -3.301
H -3.279 -1.657 -2.925
H -2.993 -2.923 -1.695
H -1.647 -1.872 -2.235
C 0.362 6.111 0.937
N -1.103 5.908 0.784
O -1.487 5.229 -0.155
O -1.821 6.434 1.609
H 0.873 5.586 0.135
H 0.552 7.180 0.882
H 0.649 5.711 1.905
C 1.048 9.464 4.280
N 1.388 8.491 3.207
O 0.851 8.637 2.125
O 2.180 7.615 3.488
H 0.335 10.181 3.887
H 0.618 8.903 5.106
H 1.970 9.957 4.578
C -5.032 -4.341 -6.352
N -6.518 -4.396 -6.275
O -7.147 -3.638 -6.987
O -6.998 -5.199 -5.499
H -4.748 -3.586 -7.077
H -4.662 -4.086 -5.366
H -4.685 -5.324 -6.660

***

Maximum force: 0.0601; 0.0234; 0.0757; 0.1112 (Eh/bohr)